C20H46BCl14NOPS | ωB97M-V with the def2-TZVPD basis set

Maximum force, eV/A: 2.26
Highest occupied orbital energy, Eh: -0.4373
Charge: +1
2S+1: 1
Gap between HOMO and LUMO, eV: 8.85

```
85
Properties=species:S:1:pos:R:3:forces:R:3
Cl -3.163 -1.852 -6.155 0.098 -0.067 -0.365
Cl 3.452 -4.128 -2.831 -0.030 0.062 -0.018
Cl 0.634 2.578 6.835 0.042 0.054 0.063
Cl -2.378 3.519 -0.235 0.217 -0.008 -0.247
Cl 6.683 0.883 5.764 -0.025 0.001 -0.052
Cl -1.361 4.787 5.168 0.160 0.048 0.067
Cl 5.567 -0.418 -1.887 -0.043 0.000 -0.044
Cl 3.464 1.441 4.019 -0.019 -0.048 -0.066
Cl 1.117 -4.119 -5.306 0.115 -0.070 -0.196
Cl 0.757 -0.451 3.150 -0.010 -0.068 -0.050
Cl -4.544 3.392 2.386 0.016 -0.076 -0.037
Cl 3.265 1.585 -0.385 -0.022 0.096 -0.250
Cl 4.286 2.814 7.216 -0.011 0.001 0.023
Cl -5.083 -4.442 -7.234 -0.013 0.037 0.026
S -1.834 1.150 -4.225 0.252 0.096 -0.239
P -1.670 0.350 -2.273 0.585 0.195 0.136
O -3.872 0.668 -0.515 0.880 -1.378 -1.563
N -4.116 -1.328 -2.037 0.507 1.814 0.782
C -5.034 -1.914 -1.039 -0.736 -0.563 -0.485
C 1.847 -4.895 -2.786 -0.021 -0.099 0.033
C -0.536 -1.117 -2.178 0.501 -0.013 -1.008
C 5.648 2.007 8.033 0.081 -0.015 0.114
C -1.884 3.366 6.112 -0.144 -0.163 0.173
C 5.838 0.664 -0.497 0.041 0.062 0.079
C 1.702 -1.435 -1.051 -0.945 0.418 -0.038
C -0.946 -2.174 -3.275 -0.528 0.404 0.698
C 6.884 1.964 7.166 0.072 0.064 0.155
C -2.596 -3.349 -6.945 0.195 -0.211 -0.178
C -2.775 4.846 0.895 -0.160 0.368 0.413
C 1.432 -5.429 -4.138 -0.049 -0.177 0.152
C -4.777 -1.117 -3.347 0.022 -0.517 -0.812
C 4.629 0.744 0.403 0.237 -0.114 0.207
C 2.116 1.916 2.955 -0.073 0.045 -0.005
C 0.800 1.315 3.391 -0.036 0.222 0.002
C 0.985 -0.744 -2.256 0.231 -0.896 0.150
C -0.997 3.113 7.309 -0.100 0.007 0.025
C -3.577 -3.850 -7.978 0.042 0.004 -0.065
C -3.040 4.339 2.293 0.013 0.014 -0.103
B -3.412 -0.163 -1.546 -1.630 0.173 0.918
H -5.454 -0.239 -3.358 0.156 -0.451 0.226
H -3.141 -4.685 -8.523 0.038 0.007 0.076
H -5.358 -2.031 -3.570 0.193 0.506 0.021
H -1.644 -3.116 -7.420 -0.050 0.040 -0.030
H -0.893 4.001 7.929 0.035 0.013 -0.097
H -4.951 -3.017 -1.104 0.048 0.510 0.254
H -0.010 1.736 2.793 0.052 -0.007 -0.061
H -0.729 -1.583 -1.189 -0.202 0.671 -0.308
H 7.145 2.953 6.795 -0.088 -0.040 -0.045
H 6.116 1.644 -0.881 -0.075 -0.041 -0.040
H 7.725 1.582 7.743 -0.063 -0.040 0.008
H -3.837 -3.071 -8.693 -0.028 0.009 0.083
H 5.325 1.008 8.318 -0.009 0.017 -0.103
H -1.427 2.319 7.919 -0.019 -0.009 -0.078
H -2.903 3.564 6.443 0.048 0.038 0.025
H 1.512 -0.798 -0.170 0.504 -0.398 -0.117
H -3.632 5.382 0.492 -0.017 -0.157 -0.053
H -1.920 5.521 0.901 0.062 -0.126 -0.034
H 1.154 0.343 -2.300 0.084 -0.384 0.195
H 5.853 2.573 8.941 0.051 0.027 -0.060
H -1.087 1.357 -1.441 -0.270 -0.354 -0.374
H -2.225 3.715 2.653 -0.067 0.042 -0.051
H 0.595 1.519 4.438 0.074 -0.101 -0.015
H 4.286 -0.245 0.702 -0.045 0.032 -0.086
H -1.213 -3.106 -2.745 0.218 0.262 -0.507
H -1.902 2.508 5.442 0.066 0.031 0.008
H -0.146 -2.340 -4.014 -0.501 0.154 0.494
H 2.765 -1.641 -1.230 -0.323 0.340 0.153
H -3.150 5.183 2.973 0.020 -0.016 -0.107
H 6.683 0.262 0.060 -0.076 -0.033 0.034
H -4.854 -1.562 -0.014 0.104 -0.169 -0.441
H 0.508 -5.999 -4.042 0.001 0.059 0.031
H 4.872 1.308 1.303 0.002 0.026 -0.046
H -1.863 -1.835 -3.779 0.320 -0.402 -0.088
H 2.056 3.004 2.993 -0.072 -0.025 0.053
H -2.417 -4.092 -6.170 -0.092 0.061 0.024
H 1.187 -2.397 -0.845 0.430 0.344 -0.164
H 1.416 -1.185 -3.174 -0.380 0.411 0.216
H 2.363 1.619 1.940 -0.038 -0.010 0.119
H -6.081 -1.680 -1.314 0.428 0.069 0.308
H -2.066 2.501 -4.058 0.185 -0.924 0.609
H 2.193 -6.081 -4.562 0.031 0.114 -0.009
H 1.905 -5.715 -2.070 0.011 -0.022 -0.069
H -3.318 1.458 -0.470 -0.217 0.230 0.644
H 1.134 -4.163 -2.411 0.043 0.009 -0.071
H -4.083 -0.998 -4.208 -0.287 -0.014 1.081
```
Positions in Å, forces in eV/Å.